Formula: C40H47N9O5S2Si2Sr
Source: the OMol25 dataset
Level of theory: wB97M-V/def2-TZVPD

ORCA input file:
```
! wB97M-V def2-TZVPD RIJCOSX def2/J DEFGRID3
* xyz -2 1
Sr -0.199 -0.839 0.983
C 5.149 1.906 -0.847
C 4.944 0.589 -1.491
N 5.600 0.107 -2.499
N 4.988 -1.103 -2.726
C 3.963 -1.372 -1.894
S 2.962 -2.699 -1.883
N 3.961 -0.271 -1.079
N 3.094 0.038 -0.046
H 6.043 2.371 -1.257
H 5.234 1.786 0.234
H 4.281 2.541 -1.030
H 5.293 -1.708 -3.463
H 2.215 0.359 -0.444
H 3.005 -0.762 0.589
C -2.518 2.910 0.796
Si -0.637 2.430 0.884
C 0.094 3.831 -0.229
C -0.199 3.137 2.648
C -0.755 4.372 3.014
C -0.519 4.966 4.246
C 0.307 4.322 5.159
C 0.878 3.105 4.813
C 0.650 2.484 3.575
Si 1.526 0.786 3.180
C 1.755 0.018 4.950
C 3.330 1.442 2.944
H -2.689 3.996 0.815
H -3.066 2.468 1.635
H -2.977 2.526 -0.121
H -0.323 4.816 0.024
H -0.125 3.622 -1.282
H 1.183 3.888 -0.130
H -1.403 4.891 2.312
H -0.977 5.920 4.492
H 0.508 4.766 6.130
H 1.530 2.622 5.536
H 2.295 0.657 5.661
H 2.336 -0.904 4.834
H 0.802 -0.267 5.413
H 3.640 2.068 3.791
H 3.405 2.034 2.027
H 4.026 0.599 2.858
C -5.533 1.578 -5.139
C -4.750 0.733 -4.169
C -3.881 1.325 -3.253
C -3.174 0.555 -2.346
C -3.334 -0.827 -2.351
C -4.195 -1.433 -3.247
C -4.897 -0.649 -4.154
S -2.375 -1.771 -1.191
O -0.994 -1.356 -1.448
O -2.693 -3.161 -1.427
N -2.697 -1.205 0.218
C -3.640 -1.636 1.115
C -4.794 -2.339 0.831
C -5.732 -2.638 1.838
C -5.554 -2.230 3.128
C -4.385 -1.506 3.470
C -4.121 -1.025 4.771
C -2.975 -0.330 5.020
C -2.054 -0.135 3.973
N -2.260 -0.575 2.754
C -3.418 -1.233 2.479
H -4.985 2.485 -5.398
H -6.489 1.882 -4.707
H -5.743 1.030 -6.058
H -3.752 2.401 -3.253
H -2.486 1.008 -1.638
H -4.294 -2.511 -3.232
H -5.565 -1.121 -4.867
H -4.968 -2.668 -0.184
H -6.623 -3.195 1.572
H -6.290 -2.449 3.894
H -4.843 -1.213 5.558
H -2.749 0.060 6.003
H -1.126 0.401 4.141
O 1.666 -4.984 2.141
C 1.968 -3.816 1.862
O 1.208 -2.843 1.636
C 3.479 -3.515 1.832
C 4.376 -4.543 2.116
C 5.733 -4.283 2.103
C 6.164 -2.996 1.812
C 5.202 -2.037 1.542
N 3.895 -2.284 1.547
H 3.967 -5.518 2.337
H 6.450 -5.068 2.317
H 7.215 -2.737 1.792
H 5.491 -1.014 1.314
N 1.878 1.114 -2.789
C 1.705 0.295 -3.586
N 1.533 -0.645 -4.520
C 1.470 -0.174 -5.904
C 0.038 0.179 -6.276
O -0.821 -0.923 -6.061
C -0.820 -1.294 -4.678
C 0.564 -1.713 -4.225
H 1.826 -0.985 -6.545
H 2.129 0.686 -6.021
H -0.033 0.442 -7.333
H -0.294 1.038 -5.674
H -1.528 -2.114 -4.569
H -1.172 -0.452 -4.071
H 0.893 -2.604 -4.764
H 0.574 -1.921 -3.158
*
```

Properties
Relative energy (zero: lowest compared OMol25 entry of this formula, charge and spin) (kcal/mol): 24.3
Gap between HOMO and LUMO (eV): 4.16
E (eV): -104156.3106
Largest force on an atom (eV/A): 0.71
HOMO (eV): -0.39
LUMO level (eV): 3.8



Formula: C40H48AsCaClINO7P2S
Source: the OMol25 dataset
Level of theory: wB97M-V/def2-TZVPD

ORCA input file:
```
! wB97M-V def2-TZVPD RIJCOSX def2/J DEFGRID3
* xyz 0 1
Ca -0.447 -0.332 0.916
Cl -4.944 1.349 6.112
C -4.156 0.676 4.714
C -4.849 -0.176 3.898
C -4.221 -0.720 2.780
I -5.241 -2.095 1.569
C -2.897 -0.457 2.415
O -2.342 -0.996 1.381
C -2.186 0.449 3.289
N -0.890 0.715 2.978
C -0.185 1.474 3.781
C -0.709 2.051 4.947
C -2.016 1.823 5.271
C -2.808 0.996 4.445
H -5.870 -0.444 4.130
H 0.847 1.640 3.506
H -0.075 2.666 5.571
H -2.448 2.253 6.163
S 0.606 -2.305 2.298
C 1.986 -1.772 3.242
C 2.035 -2.062 4.611
C 3.151 -1.748 5.368
C 4.260 -1.159 4.775
C 4.224 -0.852 3.424
C 3.095 -1.126 2.658
As 2.873 -0.579 0.800
C 4.752 -0.239 0.291
C 5.103 0.926 -0.389
C 6.360 1.068 -0.959
C 7.286 0.040 -0.868
C 6.952 -1.125 -0.192
C 5.693 -1.266 0.371
C 2.416 1.310 1.178
C 2.984 2.019 2.238
C 2.611 3.328 2.500
C 1.636 3.944 1.725
C 1.089 3.270 0.647
C 1.499 1.973 0.359
H 1.180 -2.554 5.057
H 3.161 -1.979 6.426
H 5.142 -0.941 5.364
H 5.092 -0.406 2.948
H 4.386 1.736 -0.460
H 6.614 1.986 -1.475
H 8.265 0.145 -1.318
H 7.675 -1.927 -0.108
H 5.431 -2.177 0.899
H 3.727 1.543 2.862
H 3.066 3.864 3.324
H 1.315 4.952 1.958
H 0.352 3.756 0.019
H 1.140 1.474 -0.534
C -1.110 2.430 -4.010
C -1.580 2.405 -2.570
C -2.353 3.653 -2.179
O -2.403 1.213 -2.407
P -2.574 0.549 -0.955
O -1.651 1.179 0.010
C -2.318 -1.214 -1.383
P -0.600 -1.369 -1.923
O 0.345 -0.578 -1.101
O -0.707 -0.910 -3.436
C 0.004 -1.548 -4.531
C 1.460 -1.112 -4.522
C -0.729 -1.169 -5.804
O -0.240 -2.896 -2.039
C 0.551 -3.637 -1.057
C -0.387 -4.538 -0.276
C 1.605 -4.419 -1.820
O -4.062 0.806 -0.501
C -5.316 0.788 -1.232
C -5.595 2.146 -1.855
C -5.402 -0.310 -2.280
H -0.455 3.286 -4.174
H -1.962 2.505 -4.689
H -0.563 1.516 -4.231
H -0.720 2.307 -1.907
H -3.165 3.848 -2.882
H -1.683 4.514 -2.179
H -2.769 3.537 -1.178
H -2.938 -1.497 -2.227
H -2.526 -1.854 -0.525
H -0.049 -2.628 -4.390
H 1.541 -0.046 -4.741
H 2.021 -1.674 -5.269
H 1.898 -1.295 -3.539
H -0.577 -0.115 -6.039
H -1.797 -1.350 -5.684
H -0.364 -1.772 -6.635
H 1.038 -2.927 -0.386
H -0.992 -5.124 -0.970
H -1.040 -3.958 0.378
H 0.197 -5.208 0.353
H 1.140 -5.162 -2.470
H 2.253 -4.919 -1.101
H 2.218 -3.750 -2.426
H -6.044 0.596 -0.444
H -4.866 2.355 -2.637
H -5.559 2.938 -1.108
H -6.589 2.130 -2.302
H -4.684 -0.112 -3.079
H -6.400 -0.313 -2.717
H -5.222 -1.287 -1.835
*
```

Properties
Relative energy (zero: lowest compared OMol25 entry of this formula, charge and spin) (kcal/mol): 28.4
Gap between HOMO and LUMO (eV): 7.05
E (eV): -187404.5435
Largest force on an atom (eV/A): 3.25
HOMO (eV): -6.73
LUMO level (eV): 0.3



Formula: C40H50Cl2NP2RhSi2
Source: the OMol25 dataset
Level of theory: wB97M-V/def2-TZVPD

ORCA input file:
```
! wB97M-V def2-TZVPD RIJCOSX def2/J DEFGRID3
* xyz 2 1
Rh -0.296 -0.206 -0.054
C -1.783 -0.931 3.359
Si -1.038 -2.409 2.481
C -0.298 -3.382 3.898
C -2.241 -3.585 1.670
C 0.340 -1.760 1.265
C 1.016 -0.721 2.084
C 1.967 -0.799 3.095
C 2.328 0.357 3.756
C 1.768 1.576 3.379
C 0.874 1.600 2.334
N 0.502 0.469 1.723
Si 1.513 -3.144 0.642
C 2.198 -4.295 1.958
C 3.068 -2.343 -0.047
C 0.595 -4.317 -0.504
H -2.789 -1.155 3.718
H -1.832 -0.021 2.771
H -1.165 -0.730 4.239
H -1.144 -3.589 4.562
H 0.419 -2.803 4.482
H 0.149 -4.338 3.638
H -3.020 -3.847 2.390
H -1.715 -4.508 1.414
H -2.742 -3.220 0.777
H 2.390 -1.757 3.363
H 3.040 0.317 4.570
H 2.025 2.496 3.883
H 0.461 2.539 2.000
H 2.720 -3.817 2.788
H 2.943 -4.905 1.435
H 1.459 -4.985 2.361
H 3.796 -2.252 0.763
H 2.925 -1.351 -0.472
H 3.524 -2.985 -0.806
H 0.246 -5.169 0.083
H 1.285 -4.711 -1.255
H -0.261 -3.898 -1.031
C -2.205 3.339 -0.778
C -0.751 3.190 -0.287
P 0.164 1.845 -1.113
C 1.926 2.136 -0.850
C 2.417 3.238 -0.152
C 3.786 3.418 -0.021
C 4.669 2.504 -0.578
C 4.184 1.410 -1.282
C 2.817 1.227 -1.420
C -0.125 2.198 -2.872
C -0.589 1.253 -3.778
C -0.818 1.611 -5.100
C -0.579 2.909 -5.522
C -0.104 3.857 -4.621
C 0.122 3.505 -3.303
C -2.840 2.066 -1.366
P -2.379 0.477 -0.613
C -2.762 -0.793 -1.822
C -2.320 -2.087 -1.547
C -2.589 -3.124 -2.427
C -3.307 -2.870 -3.585
C -3.748 -1.580 -3.868
C -3.477 -0.539 -2.995
C -3.502 0.289 0.781
C -4.322 -0.828 0.908
C -5.244 -0.893 1.944
C -5.363 0.158 2.840
C -4.551 1.281 2.712
C -3.622 1.344 1.691
H -2.258 4.111 -1.544
H -2.807 3.701 0.053
H -0.761 2.959 0.779
H -0.222 4.132 -0.413
H 1.754 3.965 0.296
H 4.161 4.280 0.514
H 5.736 2.650 -0.472
H 4.869 0.704 -1.732
H 2.440 0.394 -2.000
H -0.795 0.241 -3.459
H -1.180 0.868 -5.799
H -0.755 3.185 -6.553
H 0.093 4.869 -4.950
H 0.509 4.250 -2.616
H -2.565 1.977 -2.416
H -3.929 2.120 -1.314
H -1.768 -2.293 -0.633
H -2.250 -4.127 -2.201
H -3.533 -3.677 -4.269
H -4.315 -1.387 -4.769
H -3.833 0.453 -3.233
H -4.266 -1.640 0.195
H -5.883 -1.762 2.036
H -6.092 0.108 3.638
H -4.642 2.101 3.411
H -2.977 2.213 1.619
Cl 0.756 -1.699 -2.326
C 1.787 -2.264 -3.711
Cl 2.006 -1.018 -4.907
H 1.261 -3.113 -4.129
H 2.740 -2.541 -3.275
*
```

Properties
Relative energy (zero: lowest compared OMol25 entry of this formula, charge and spin) (kcal/mol): 0.0
Gap between HOMO and LUMO (alpha / beta) (eV): 6.94 / 6.94
E (eV): -106156.6172
Largest force on an atom (eV/A): 0.52
HOMO (alpha / beta) (eV): -13.79 / -13.79
LUMO level (alpha / beta) (eV): -6.8 / -6.9



Formula: C40H51AlF40NO7S
Source: the OMol25 dataset
Level of theory: wB97M-V/def2-TZVPD

ORCA input file:
```
! wB97M-V def2-TZVPD RIJCOSX def2/J DEFGRID3
* xyz -1 1
C -1.268 -1.466 2.232
C -1.157 -0.938 3.656
C 0.199 -1.228 4.333
Al 0.873 0.518 5.155
C 2.384 0.046 6.439
C 3.409 1.165 6.685
C 3.009 2.051 7.871
S 3.182 3.842 7.563
C 1.429 1.814 3.697
C 1.875 1.105 2.412
C 1.470 1.780 1.091
C 0.037 2.250 1.067
O -0.011 3.592 1.573
C -1.189 4.046 1.998
C -1.086 5.403 2.615
O -2.262 3.458 1.871
C -0.716 1.254 6.242
C -1.339 2.482 5.718
C -2.786 2.362 5.292
N -0.701 3.600 5.640
H -2.121 -1.006 1.729
H -1.463 -2.537 2.224
H -0.378 -1.241 1.655
H -1.951 -1.363 4.270
H -1.348 0.138 3.612
H 0.906 -1.651 3.620
H 0.074 -1.912 5.172
H 2.887 -0.835 6.039
H 1.931 -0.176 7.402
H 4.382 0.734 6.942
H 3.571 1.785 5.808
H 1.987 1.860 8.179
H 3.657 1.845 8.715
H 4.476 3.953 7.878
H 0.576 2.468 3.540
H 2.236 2.460 4.037
H 1.540 0.071 2.358
H 2.964 1.057 2.421
H 1.578 1.053 0.290
H 2.121 2.615 0.834
H -0.326 2.281 0.039
H -0.624 1.588 1.618
H -0.136 5.466 3.136
H -1.082 6.110 1.792
H -1.931 5.584 3.263
H -0.364 1.446 7.255
H -1.480 0.478 6.291
H -3.186 3.335 5.021
H -2.906 1.651 4.477
H -3.376 1.983 6.126
H -1.305 4.328 5.261
C -1.416 4.615 -1.998
C -1.738 5.999 -1.389
C -2.757 6.865 -2.128
F -2.332 7.170 -3.373
F -2.925 8.022 -1.446
F -0.594 6.689 -1.174
F -2.298 5.742 -0.174
O -0.231 4.483 -2.773
C -0.217 4.739 -4.115
C 0.737 5.883 -4.468
F 0.389 7.011 -3.823
F 0.662 6.109 -5.802
F -1.457 4.938 -4.616
F 0.286 3.633 -4.755
H -1.228 3.973 -1.139
H -2.283 4.194 -2.506
H -3.720 6.353 -2.189
H 1.760 5.613 -4.199
C -2.146 -0.191 -7.745
C -3.569 0.232 -8.134
C -3.816 0.660 -9.581
F -3.096 1.752 -9.906
F -5.129 0.967 -9.726
F -4.025 1.184 -7.293
F -4.353 -0.873 -7.952
O -1.325 0.771 -7.089
C -0.581 1.655 -7.825
C -0.976 3.123 -7.593
F -2.273 3.316 -7.918
F -0.217 3.913 -8.392
F -0.587 1.352 -9.141
F 0.698 1.530 -7.393
H -2.281 -0.967 -6.998
H -1.622 -0.667 -8.567
H -3.573 -0.156 -10.267
H -0.826 3.413 -6.555
C -1.773 -6.550 -9.298
C -2.524 -6.518 -7.955
C -3.836 -5.729 -7.876
F -3.644 -4.418 -8.124
F -4.336 -5.856 -6.629
F -1.685 -6.134 -6.967
F -2.879 -7.810 -7.703
O -0.658 -5.690 -9.481
C -0.766 -4.410 -9.959
C -0.282 -3.382 -8.932
F -0.993 -3.472 -7.791
F -0.456 -2.140 -9.429
F -2.003 -4.119 -10.407
F 0.075 -4.303 -11.012
H -1.327 -7.542 -9.327
H -2.461 -6.502 -10.142
H -4.564 -6.129 -8.588
H 0.773 -3.534 -8.701
C 4.391 -3.660 11.010
C 3.044 -3.126 10.496
C 3.028 -2.406 9.145
F 3.800 -1.303 9.172
F 1.761 -2.042 8.870
F 2.466 -2.361 11.447
F 2.253 -4.227 10.327
O 5.099 -2.904 11.980
C 5.998 -1.921 11.653
C 5.570 -0.545 12.179
F 4.373 -0.188 11.686
F 6.490 0.369 11.791
F 6.281 -1.890 10.339
F 7.155 -2.219 12.300
H 4.127 -4.569 11.548
H 5.038 -3.968 10.189
H 3.377 -3.071 8.349
H 5.516 -0.566 13.270
C -0.987 -4.904 -3.289
C -1.566 -3.568 -3.795
C -0.693 -2.714 -4.718
F 0.442 -2.305 -4.120
F -1.404 -1.598 -5.076
F -2.009 -2.827 -2.761
F -2.653 -3.899 -4.554
O -0.444 -4.977 -1.993
C 0.871 -4.696 -1.735
C 1.038 -3.515 -0.790
F 0.464 -2.414 -1.311
F 2.362 -3.282 -0.635
F 1.592 -4.539 -2.868
F 1.383 -5.770 -1.091
H -1.857 -5.557 -3.232
H -0.319 -5.351 -4.026
H -0.440 -3.263 -5.624
H 0.586 -3.739 0.177
*
```

Properties
Gap between HOMO and LUMO (eV): 5.78
E (eV): -184263.6278
Largest force on an atom (eV/A): 1.93
HOMO (eV): -4.60
LUMO level (eV): 1.2